Formula: C42H33CsF3GeN4O3S2
Source: the Open Molecules 2025 dataset
Level of theory: ωB97M-V/def2-TZVPD

## Properties
⟨S²⟩ = 0.761
Orbital gap (spin up / spin down) = 5.93 / 5.86 eV
Total charge = -2
2S+1 = 2
HOMO level (spin up / spin down) = -0.0751 / -0.0750 Ha
DFT total energy = -143080.0122 eV

Last column: Mulliken spin population.
Atoms and positions in Å:
Cs -0.496 -0.698 -0.020  -0.01
N 4.689 -3.292 -0.338  0.00
C 4.032 -2.172 0.195  0.00
S 3.595 -2.263 1.867  0.00
N 3.889 -1.194 -0.645  0.00
N 3.149 -0.102 -0.173  0.00
C 3.771 1.011 -0.135  0.00
C 5.237 1.174 -0.364  0.00
C 5.714 2.095 -1.290  0.00
C 7.077 2.250 -1.500  0.00
C 7.978 1.484 -0.774  0.00
C 7.508 0.566 0.157  0.00
C 6.146 0.407 0.363  0.00
C 2.965 2.239 0.160  0.00
C 3.557 3.353 0.750  0.00
C 2.781 4.474 1.004  0.00
C 1.443 4.452 0.656  0.00
C 0.941 3.294 0.073  0.00
N 1.671 2.214 -0.173  0.00
H 4.483 -4.124 0.193  0.00
H 4.531 -3.387 -1.332  0.00
H 5.008 2.695 -1.853  0.00
H 7.433 2.968 -2.229  0.00
H 9.044 1.601 -0.933  0.00
H 8.204 -0.040 0.724  0.00
H 5.772 -0.312 1.083  0.00
H 4.605 3.329 1.016  0.00
H 3.221 5.345 1.473  0.00
H 0.780 5.288 0.841  0.00
H -0.108 3.228 -0.189  0.00
C -2.837 1.789 6.059  0.01
C -3.261 1.492 4.742  -0.01
C -2.453 0.785 3.900  0.17
C -1.181 0.353 4.344  0.20
C -0.256 -0.368 3.582  0.68
C 0.965 -0.809 3.916  -0.10
C 1.359 -0.505 5.257  0.06
C 0.532 0.186 6.092  -0.04
C -0.747 0.639 5.667  0.10
C -1.618 1.374 6.511  -0.01
H -3.493 2.352 6.712  0.00
H -4.228 1.826 4.389  0.00
H -2.772 0.562 2.890  -0.04
H 1.637 -1.308 3.227  -0.02
H 2.341 -0.824 5.589  0.01
H 0.845 0.412 7.106  0.00
H -1.297 1.600 7.522  0.00
C -2.228 6.467 1.817  0.00
C -2.765 6.295 0.548  0.00
C -2.915 5.020 0.014  0.00
C -2.517 3.876 0.709  0.01
C -1.963 4.082 1.978  0.00
C -1.833 5.346 2.537  0.00
Ge -2.655 1.969 0.045  0.00
C -3.393 2.370 -1.793  0.00
C -4.719 2.201 -2.191  0.00
C -5.136 2.479 -3.487  0.00
C -4.234 2.949 -4.430  0.00
C -2.906 3.126 -4.061  0.00
C -2.501 2.831 -2.767  0.00
C -4.414 1.535 0.961  0.00
C -5.172 2.445 1.703  0.00
C -6.349 2.074 2.343  0.00
C -6.814 0.769 2.250  0.00
C -6.085 -0.154 1.511  0.00
C -4.904 0.225 0.886  0.00
H -2.115 7.460 2.236  0.00
H -3.079 7.158 -0.030  0.00
H -3.355 4.915 -0.973  0.00
H -1.619 3.226 2.552  0.00
H -1.408 5.453 3.529  0.00
H -5.450 1.841 -1.474  0.00
H -6.175 2.322 -3.761  0.00
H -4.556 3.160 -5.443  0.00
H -2.181 3.478 -4.787  0.00
H -1.452 2.958 -2.512  0.00
H -4.841 3.476 1.783  0.00
H -6.907 2.811 2.912  0.00
H -7.731 0.475 2.748  0.00
H -6.431 -1.177 1.423  0.00
H -4.348 -0.525 0.332  0.00
F -1.320 -4.775 -0.771  0.00
C -2.421 -4.446 -1.459  0.00
F -3.473 -4.915 -0.773  0.00
F -2.379 -5.108 -2.623  0.00
S -2.535 -2.627 -1.719  0.00
O -3.767 -2.456 -2.440  0.00
O -1.308 -2.312 -2.427  0.00
O -2.533 -2.115 -0.351  0.00

=====

Formula: C42H34AuBrClNO2PS
Source: the Open Molecules 2025 dataset
Level of theory: ωB97M-V/def2-TZVPD

## Properties
Orbital gap = 6.98 eV
Total charge = +1
HOMO level = -0.4097 Ha
DFT total energy = -156064.5828 eV

Last column: Mulliken charge in e.
Atoms and positions in Å:
Au -1.184 -0.869 0.493  1.68
C 4.363 -0.327 -4.381  -1.73
C 3.535 -1.473 -3.790  2.26
C 4.169 -2.817 -4.174  -1.73
C 2.127 -1.417 -4.384  -1.91
C 3.516 -1.344 -2.267  0.43
C 4.733 -1.435 -1.552  -0.65
C 4.806 -1.335 -0.181  -1.62
C 3.618 -1.121 0.518  0.78
S 3.328 -0.977 2.228  -0.39
C 1.641 -0.776 1.879  0.38
N 1.320 -0.817 0.645  1.10
C 2.411 -1.021 -0.170  -2.21
C 2.351 -1.141 -1.557  0.75
C 0.636 -0.392 2.917  0.69
C 1.008 -0.533 4.411  -1.26
C -0.176 -0.907 5.338  -0.27
C -1.238 -1.759 4.728  -1.34
C -1.605 -1.607 3.452  -0.57
C -0.878 -0.591 2.702  -1.18
H 4.388 -0.405 -5.468  0.44
H 5.392 -0.347 -4.024  0.38
H 3.935 0.642 -4.121  0.36
H 4.149 -2.939 -5.257  0.46
H 3.627 -3.650 -3.727  0.38
H 5.209 -2.884 -3.856  0.37
H 2.183 -1.533 -5.467  0.57
H 1.633 -0.465 -4.186  0.31
H 1.492 -2.216 -4.001  0.17
H 5.648 -1.596 -2.102  0.45
H 5.756 -1.425 0.326  0.41
H 1.391 -1.087 -2.050  0.36
H 1.960 -1.013 4.619  0.64
H 0.176 -1.336 6.273  0.64
H -1.759 -2.479 5.343  0.44
H -2.423 -2.155 3.010  0.47
Cl -4.248 -0.875 1.295  -0.16
C -4.447 0.832 1.028  0.74
C -5.749 1.283 0.875  -0.75
C -5.991 2.633 0.679  -0.58
C -4.935 3.527 0.633  -0.95
C -3.638 3.069 0.773  -0.28
C -3.356 1.713 0.975  0.14
P -1.601 1.237 1.077  0.52
C -1.167 0.938 2.810  2.04
C 0.358 1.124 3.122  -0.15
C 0.723 0.978 4.618  -0.54
C -0.461 0.643 5.555  -0.21
C -1.766 1.223 5.152  -1.11
C -2.094 1.399 3.877  -1.47
C -0.645 2.572 0.378  0.36
C -0.295 2.528 -0.967  -0.63
C 0.398 3.587 -1.532  -0.67
C 0.743 4.681 -0.753  -0.70
C 0.401 4.727 0.592  -0.75
C -0.290 3.672 1.162  -0.07
H -6.558 0.570 0.917  0.51
H -7.008 2.979 0.560  0.42
H -5.114 4.581 0.478  0.45
H -2.828 3.782 0.711  0.45
H 0.923 1.853 2.547  0.61
H 1.462 1.677 4.998  0.46
H -0.245 0.908 6.588  0.64
H -2.470 1.508 5.923  0.49
H -3.063 1.801 3.611  0.43
H -0.553 1.668 -1.575  0.44
H 0.672 3.554 -2.577  0.49
H 1.288 5.504 -1.196  0.42
H 0.674 5.581 1.195  0.46
H -0.562 3.713 2.211  0.42
Br -1.801 -0.636 -5.982  -0.12
C -1.622 -1.523 -4.329  -0.04
C -1.012 -2.770 -4.279  -0.53
C -0.869 -3.408 -3.062  -0.65
C -1.316 -2.819 -1.882  -0.04
C -1.957 -1.589 -1.965  -0.05
C -2.109 -0.928 -3.176  -0.73
C -1.074 -3.582 -0.601  0.42
O -0.811 -4.759 -0.633  -0.65
O -1.100 -2.891 0.513  -0.73
H -0.648 -3.231 -5.186  0.46
H -0.397 -4.380 -2.999  0.53
H -2.458 -1.127 -1.100  1.01
H -2.625 0.020 -3.228  0.59

=====

Formula: C42H34BF9N2O
Source: the Open Molecules 2025 dataset
Level of theory: ωB97M-V/def2-TZVPD

## Properties
Orbital gap = 5.05 eV
HOMO level = -0.2804 Ha
DFT total energy = -74266.5935 eV

Last column: Mulliken charge in e.
Atoms and positions in Å:
F 4.392 6.458 -2.595  -0.36
C 3.722 5.631 -1.724  0.41
C 4.309 4.424 -1.351  -1.07
C 3.635 3.632 -0.421  0.12
F 4.244 2.457 -0.055  -0.34
C 2.423 3.999 0.172  0.45
B 1.685 3.231 1.367  1.77
C 2.455 1.970 2.025  -0.62
C 2.061 0.658 1.787  1.16
F 1.057 0.401 0.864  -0.08
C 2.611 -0.465 2.390  -0.99
C 3.632 -0.262 3.309  0.40
F 4.182 -1.348 3.944  -0.36
C 4.116 1.014 3.582  -1.16
C 3.525 2.090 2.923  0.21
F 4.086 3.323 3.147  -0.35
C 1.370 4.224 2.615  0.65
C 0.395 3.856 3.542  -0.24
F -0.276 2.664 3.350  -0.26
C 0.070 4.585 4.686  -0.92
C 0.797 5.744 4.936  0.41
F 0.527 6.482 6.063  -0.34
C 1.794 6.177 4.068  -0.80
C 2.077 5.388 2.953  0.42
F 3.171 5.781 2.222  -0.37
H 0.668 2.776 0.811  -0.69
C 1.871 5.193 -0.306  0.52
F 0.644 5.585 0.182  -0.40
C 2.486 6.033 -1.223  -0.93
H 5.261 4.097 -1.757  0.47
H 2.248 -1.455 2.129  0.48
H 4.934 1.185 4.276  0.50
H -0.722 4.252 5.346  0.47
H 2.354 7.092 4.240  0.47
H 2.015 6.966 -1.525  0.48
C -3.995 -5.269 -0.291  -0.97
N -3.308 -4.098 0.188  0.31
C -2.907 -4.014 1.491  0.05
O -3.096 -4.845 2.379  -0.70
C -2.147 -2.712 1.652  0.13
C -0.710 -2.939 2.129  -1.25
C 0.042 -3.814 1.158  0.53
C -0.099 -5.207 1.217  -0.24
C 0.502 -6.021 0.258  -0.77
C 1.279 -5.445 -0.755  -0.57
C 1.487 -4.062 -0.774  -1.19
C 0.880 -3.251 0.188  0.30
N -2.213 -2.132 0.320  0.47
C -1.674 -0.932 0.046  -0.58
C -1.528 -0.398 -1.225  0.87
C -0.875 0.810 -1.508  -0.47
C -0.785 1.335 -2.844  0.35
C -0.254 2.632 -3.086  -0.31
C -0.288 3.194 -4.356  -0.67
C -0.830 2.475 -5.439  -0.35
C -1.300 1.171 -5.241  -0.78
C -1.248 0.595 -3.972  -0.23
C -2.849 -3.021 -0.679  0.22
C -1.889 -3.580 -1.761  -0.67
C -2.791 -3.975 -2.925  -1.01
C -4.140 -3.239 -2.742  -0.68
C -4.047 -2.415 -1.456  -1.20
H -4.175 -5.921 0.564  0.43
H -4.952 -4.986 -0.737  0.25
H -3.391 -5.805 -1.029  0.26
H -2.690 -2.079 2.378  0.51
H -0.203 -1.976 2.258  0.31
H -0.772 -3.445 3.100  0.65
H -0.690 -5.641 2.030  0.45
H 0.360 -7.105 0.309  0.41
H 1.748 -6.079 -1.506  0.41
H 2.126 -3.600 -1.535  0.44
H 1.051 -2.169 0.197  0.54
H -1.327 -0.354 0.907  0.82
H -1.944 -0.970 -2.056  -0.62
H -0.443 1.378 -0.684  0.21
H 0.173 3.182 -2.238  0.45
H 0.104 4.201 -4.520  0.43
H -0.879 2.921 -6.431  0.38
H -1.707 0.589 -6.074  0.38
H -1.568 -0.443 -3.858  0.56
H -1.171 -2.800 -2.041  0.53
H -1.316 -4.418 -1.342  0.11
H -2.331 -3.708 -3.885  0.41
H -2.945 -5.063 -2.941  0.40
H -4.341 -2.596 -3.608  0.44
H -4.964 -3.962 -2.684  0.39
H -4.954 -2.467 -0.841  0.44
H -3.838 -1.365 -1.676  0.32

=====

Formula: C42H34BFN7O7STc
Source: the Open Molecules 2025 dataset
Level of theory: ωB97M-V/def2-TZVPD

## Properties
⟨S²⟩ = 3.784
Orbital gap (spin up / spin down) = 7.24 / 7.27 eV
Total charge = -1
2S+1 = 4
HOMO level (spin up / spin down) = -0.1905 / -0.2003 Ha
DFT total energy = -85304.4648 eV

Last column: Mulliken spin population.
Atoms and positions in Å:
Tc -0.147 0.945 0.635  2.70
C 3.117 -1.331 7.321  0.00
C 2.526 -2.557 6.628  0.00
C 3.527 -3.698 6.623  0.00
C 2.998 -4.883 5.830  0.00
C 2.716 -4.451 4.415  0.00
C 2.892 -5.299 3.346  0.00
C 2.567 -4.875 2.063  0.00
F 2.773 -5.729 1.041  0.00
C 2.038 -3.643 1.824  0.00
C 1.852 -2.765 2.897  0.00
C 1.204 -1.454 2.644  0.00
O 0.837 -1.162 1.505  0.06
C 1.043 -0.626 3.809  0.01
C 1.498 -1.053 5.007  0.00
N 2.108 -2.235 5.241  0.00
C 2.233 -3.149 4.187  0.00
C 0.381 0.718 3.800  -0.01
O 0.195 1.286 4.869  0.01
O 0.077 1.211 2.651  0.03
H 3.706 -1.657 8.179  0.00
H 2.355 -0.643 7.685  0.00
H 3.773 -0.788 6.636  0.00
H 1.640 -2.881 7.178  0.00
H 3.727 -3.973 7.657  0.00
H 4.465 -3.348 6.179  0.00
H 2.071 -5.236 6.292  0.00
H 3.701 -5.717 5.840  0.00
H 3.278 -6.304 3.499  0.00
H 1.757 -3.325 0.828  0.00
H 1.369 -0.387 5.849  0.00
O 3.936 1.530 0.178  0.02
C 2.771 1.754 -0.065  0.00
O 1.798 1.002 0.393  0.10
C 2.407 2.913 -0.944  0.00
C 3.371 3.338 -1.855  -0.01
C 3.165 4.452 -2.649  0.01
C 1.977 5.166 -2.526  0.00
C 1.010 4.752 -1.628  0.02
C 1.210 3.620 -0.829  0.01
S -0.087 3.280 0.314  -0.06
H 4.298 2.780 -1.905  0.00
H 3.920 4.763 -3.363  0.00
H 1.799 6.042 -3.141  0.00
H 0.075 5.297 -1.527  0.00
B -3.883 -0.532 0.222  0.00
N -3.400 0.665 1.116  0.03
C -4.311 1.320 1.842  0.02
C -3.715 2.393 2.480  0.00
C -2.388 2.319 2.094  0.01
N -2.195 1.282 1.255  -0.04
N -2.736 -1.496 -0.161  0.00
C -2.950 -2.654 -0.810  0.00
C -1.732 -3.268 -1.017  0.00
C -0.803 -2.384 -0.454  0.01
N -1.415 -1.313 0.067  0.05
H -4.694 -1.147 0.894  0.00
H -4.411 -0.088 -0.788  0.00
H -5.336 0.976 1.844  0.00
H -4.166 3.108 3.153  0.00
H -1.569 2.941 2.410  0.00
H -3.956 -2.966 -1.062  0.00
H -1.536 -4.202 -1.524  0.00
H 0.269 -2.451 -0.424  0.00
O 1.451 -0.659 -1.885  0.01
C 0.436 -0.081 -2.217  0.02
N -0.174 -0.193 -3.447  0.00
C -1.122 0.880 -3.691  0.01
C -1.276 1.426 -2.239  0.02
O -2.145 2.205 -1.934  0.02
N -0.329 0.808 -1.438  -0.05
C -2.428 0.308 -4.240  -0.01
C -3.352 -0.267 -3.370  0.00
C -4.516 -0.842 -3.857  0.00
C -4.771 -0.856 -5.224  0.00
C -3.848 -0.300 -6.099  0.00
C -2.683 0.281 -5.608  0.00
C -0.575 2.041 -4.536  0.00
C 0.752 2.102 -4.942  0.00
C 1.199 3.155 -5.739  0.00
C 0.330 4.167 -6.114  0.00
C -0.988 4.136 -5.671  0.00
C -1.437 3.083 -4.889  0.00
H 0.315 -0.656 -4.190  0.00
H -3.167 -0.267 -2.300  0.00
H -5.225 -1.272 -3.159  0.00
H -5.686 -1.298 -5.605  0.00
H -4.036 -0.310 -7.167  0.00
H -1.969 0.719 -6.298  0.00
H 1.456 1.338 -4.631  0.00
H 2.235 3.181 -6.056  0.00
H 0.682 4.989 -6.729  0.00
H -1.671 4.936 -5.939  0.00
H -2.462 3.062 -4.532  0.00

=====

Formula: C42H34Cl2GeN6NiO3S2Si
Source: the Open Molecules 2025 dataset
Level of theory: ωB97M-V/def2-TZVPD

## Properties
⟨S²⟩ = 2.011
Orbital gap (spin up / spin down) = 5.58 / 5.58 eV
Total charge = -2
2S+1 = 3
HOMO level (spin up / spin down) = -0.0773 / -0.0772 Ha
DFT total energy = -211343.9177 eV

Last column: Mulliken spin population.
Atoms and positions in Å:
Ni -1.530 -1.958 0.268  1.53
S -3.857 -2.311 0.029  0.22
C -3.835 -4.027 0.009  -0.01
C -4.986 -4.718 0.412  -0.02
N -5.936 -5.314 0.676  0.00
C -2.729 -4.734 -0.442  0.01
S -1.349 -3.923 -1.089  0.15
C -2.704 -6.130 -0.436  -0.02
N -2.652 -7.281 -0.437  0.01
C 1.137 0.755 -1.939  0.02
Si 0.004 -0.136 -0.624  -0.07
C -1.559 -0.316 -1.784  0.03
C 0.572 0.769 0.977  0.00
C 0.798 2.135 1.040  0.00
C 1.223 2.742 2.209  0.00
C 1.436 1.986 3.345  0.00
C 1.198 0.623 3.310  0.00
C 0.767 0.036 2.140  0.01
H 1.597 1.649 -1.535  0.00
H 0.593 1.052 -2.831  0.00
H 1.936 0.092 -2.249  0.00
H -1.327 0.029 -2.789  0.00
H -2.439 0.213 -1.435  0.01
H -1.850 -1.374 -1.842  -0.01
H 0.624 2.737 0.165  0.00
H 1.380 3.813 2.232  0.00
H 1.762 2.451 4.265  0.00
H 1.350 0.025 4.200  0.00
H 0.538 -1.019 2.129  -0.01
N 0.015 -2.852 3.931  0.00
C -1.173 -2.890 3.221  0.01
O -1.106 -2.998 1.977  0.03
C -2.351 -2.920 4.005  0.00
C -2.283 -2.791 5.386  0.00
N -2.211 -2.684 6.536  0.00
C -3.634 -3.040 3.474  0.00
N -4.722 -3.159 3.112  0.00
H -0.028 -2.486 4.867  0.00
H 0.844 -2.636 3.399  0.00
Cl -3.192 2.513 -3.780  0.00
C -1.594 3.203 -3.803  0.00
C -0.886 3.132 -4.979  0.00
C 0.391 3.662 -5.045  0.00
C 0.945 4.210 -3.905  0.00
C 0.244 4.247 -2.712  0.00
Cl 1.127 4.829 -1.331  0.00
C -1.085 3.790 -2.619  0.00
N -1.906 3.837 -1.539  0.00
C -1.721 4.332 -0.235  0.00
C -1.323 5.651 -0.053  0.00
C -1.135 6.154 1.221  0.00
C -1.399 5.349 2.316  0.00
C -1.883 4.065 2.137  0.00
C -2.059 3.526 0.868  0.00
C -2.625 2.158 0.674  0.00
C -2.162 0.996 1.651  0.01
O -2.139 1.206 2.849  0.00
O -1.905 -0.071 1.035  0.04
H -1.323 2.653 -5.840  0.00
H 0.954 3.625 -5.962  0.00
H 1.955 4.587 -3.923  0.00
H -2.735 3.264 -1.646  0.00
H -1.156 6.278 -0.917  0.00
H -0.781 7.168 1.344  0.00
H -1.250 5.732 3.317  0.00
H -2.100 3.434 2.984  0.00
H -2.416 1.804 -0.331  0.00
H -3.710 2.200 0.819  0.00
Ge 1.208 -2.268 -0.228  0.01
C 1.823 -2.954 -2.002  0.02
C 2.801 -3.935 -2.102  0.00
C 3.204 -4.420 -3.335  0.00
C 2.640 -3.921 -4.499  0.00
C 1.676 -2.932 -4.414  0.00
C 1.270 -2.466 -3.177  0.00
C 2.904 -1.676 0.675  0.01
C 3.473 -0.432 0.438  0.00
C 4.530 0.042 1.192  0.00
C 5.051 -0.729 2.217  0.00
C 4.528 -1.991 2.444  0.00
C 3.470 -2.450 1.678  0.00
H 1.023 -3.552 0.566  0.00
H 3.245 -4.326 -1.193  0.00
H 3.962 -5.194 -3.393  0.00
H 2.942 -4.310 -5.464  0.00
H 1.240 -2.528 -5.318  0.00
H 0.498 -1.714 -3.119  0.00
H 3.074 0.195 -0.342  0.00
H 4.940 1.023 0.987  0.00
H 5.859 -0.351 2.832  0.00
H 4.946 -2.614 3.226  0.00
H 3.057 -3.437 1.856  0.00